[1]
{"formula": "C8H12FO4Tl", "method": "ωB97M-V/def2-TZVPD", "molar_mass_g_mol": 395.6, "gap_ev": 3.1, "fmax_ev_per_a": 2.22, "de_lowest_kj_mol": 60.8, "total_charge": 2, "symbols": ["Tl", "F", "O", "C", "O", "C", "C", "C", "H", "H", "H", "H", "H", "H", "O", "C", "O", "C", "C", "C", "H", "H", "H", "H", "H", "H"], "xyz": [[0.703, -0.415, 0.484], [0.824, -0.923, 3.257], [-1.746, 0.420, 1.624], [-2.479, 0.901, 2.480], [-3.082, 2.045, 2.321], [-3.815, 2.436, 3.551], [-4.183, 1.061, 4.048], [-2.970, 0.242, 3.787], [-4.596, 3.136, 3.263], [-3.210, 2.966, 4.289], [-5.004, 0.631, 3.470], [-4.599, 1.132, 5.057], [-3.172, -0.817, 3.635], [-2.207, 0.327, 4.567], [3.074, -0.759, -1.218], [3.263, -0.927, -2.413], [4.478, -0.774, -2.930], [4.469, -0.976, -4.363], [2.988, -0.972, -4.739], [2.308, -1.417, -3.458], [4.994, -1.912, -4.555], [5.004, -0.218, -4.933], [2.843, -1.655, -5.577], [2.658, 0.027, -5.017], [2.183, -2.485, -3.245], [1.275, -1.075, -3.384]], "mulliken_charge": [1.208, -0.273, -0.419, 0.594, -0.272, -0.374, -0.516, -0.321, 0.336, 0.275, 0.281, 0.371, 0.339, 0.305, -0.436, 0.612, -0.271, -0.417, -0.508, -0.417, 0.306, 0.322, 0.322, 0.301, 0.329, 0.322]}

[2]
{"formula": "C5H8N2O5", "method": "ωB97M-V/def2-TZVPD", "molar_mass_g_mol": 176.1, "s2": 2.01, "spin_multiplicity": 3, "gap_ev": [6.7, 7.2], "fmax_ev_per_a": 3.86, "de_lowest_kj_mol": 0.0, "symbols": ["C", "C", "C", "C", "C", "N", "N", "O", "O", "O", "O", "O", "H", "H", "H", "H", "H", "H", "H", "H"], "xyz": [[0.157, -0.124, 0.934], [0.278, 2.201, 0.674], [0.078, 3.241, -0.379], [-0.996, -1.289, -1.493], [-0.387, -1.822, -0.244], [0.395, -0.426, 2.090], [1.007, -2.175, -0.287], [0.564, 2.381, 1.818], [1.384, -2.919, 0.610], [1.719, -1.673, -1.135], [-1.111, -2.599, 0.560], [0.069, 0.942, 0.147], [-0.177, 2.786, -1.331], [-0.713, 3.920, -0.063], [0.994, 3.822, -0.474], [-1.310, -2.120, -2.122], [-0.256, -0.697, -2.027], [-1.868, -0.683, -1.265], [0.654, 0.255, 2.800], [-0.479, -3.019, 1.187]], "lowdin_spin": [0.454, 0.026, 0.011, 0.036, 0.322, 0.195, 0.222, 0.020, 0.161, 0.239, 0.159, 0.091, 0.000, 0.001, 0.000, 0.014, 0.001, 0.006, 0.039, 0.004]}

[3]
{"formula": "C21H22CuN4O", "method": "ωB97M-V/def2-TZVPD", "molar_mass_g_mol": 410.0, "gap_ev": 4.9, "fmax_ev_per_a": 0.43, "total_charge": -1, "symbols": ["Cu", "C", "N", "C", "C", "C", "C", "C", "N", "C", "C", "C", "C", "C", "C", "H", "H", "H", "H", "H", "H", "H", "H", "H", "H", "H", "O", "C", "C", "C", "C", "C", "C", "C", "C", "N", "H", "H", "H", "H", "H", "H", "H", "H", "H", "H", "H", "N", "C"], "xyz": [[0.057, -0.232, -0.584], [2.959, 1.509, -0.111], [2.184, 0.286, -0.238], [2.813, -0.812, -0.017], [2.151, -2.073, -0.062], [2.592, -3.366, 0.252], [1.479, -4.196, 0.089], [0.424, -3.356, -0.317], [0.827, -2.079, -0.412], [2.729, 2.223, 1.210], [2.690, 3.611, 1.266], [2.517, 4.269, 2.476], [2.371, 3.541, 3.650], [2.398, 2.153, 3.602], [2.576, 1.500, 2.389], [2.717, 2.190, -0.927], [4.031, 1.286, -0.185], [3.882, -0.793, 0.220], [3.589, -3.647, 0.567], [1.425, -5.263, 0.250], [-0.596, -3.640, -0.539], [2.771, 4.184, 0.348], [2.475, 5.352, 2.499], [2.223, 4.052, 4.595], [2.266, 1.574, 4.508], [2.577, 0.417, 2.356], [0.056, 3.108, -0.353], [-1.255, 2.815, -0.859], [-2.861, 2.425, 0.964], [-3.432, 1.270, 1.761], [-3.799, 0.128, 0.878], [-4.920, -0.655, 1.025], [-5.064, -1.900, 0.413], [-3.922, -2.372, -0.284], [-2.805, -1.626, -0.451], [-2.737, -0.281, 0.007], [0.443, 2.242, -0.156], [-1.179, 2.428, -1.874], [-1.781, 3.769, -0.879], [-3.674, 3.008, 0.519], [-2.296, 3.103, 1.621], [-4.301, 1.594, 2.332], [-2.656, 0.938, 2.473], [-5.694, -0.283, 1.690], [-5.963, -2.493, 0.517], [-3.914, -3.372, -0.704], [-1.927, -1.962, -0.981], [-1.989, 1.890, -0.068], [-1.748, 0.533, -0.336]], "mulliken_charge": [-0.715, -1.474, -0.255, 0.343, 0.069, -0.873, -0.670, -0.263, -0.076, 0.893, -0.228, -0.644, -0.405, -0.678, -0.264, 0.305, 0.626, 0.340, 0.405, 0.405, 0.324, 0.316, 0.351, 0.379, 0.372, 0.368, -0.437, -0.918, -0.538, -0.779, 0.291, -0.516, -0.795, -0.288, -0.586, 0.198, 0.289, 0.275, 0.392, 0.264, 0.316, 0.349, 0.261, 0.280, 0.349, 0.358, 0.446, 0.317, 0.522]}

[4]
{"formula": "C3H5N3O", "method": "ωB97M-V/def2-TZVPD", "molar_mass_g_mol": 99.1, "gap_ev": 8.9, "smiles": "O/N=C1/CNC=N1", "fmax_ev_per_a": 10.33, "de_lowest_kj_mol": 494.2, "symbols": ["C", "C", "C", "H", "H", "H", "H", "H", "N", "N", "N", "O"], "xyz": [[0.278, 0.376, -0.066], [-1.082, 1.073, 0.079], [-1.130, -1.117, 0.039], [1.833, -1.156, -0.185], [-1.192, 1.660, 0.997], [-0.884, 2.044, -0.677], [-2.893, 0.226, -0.380], [-1.745, -1.975, 0.313], [1.421, 0.809, -0.072], [-1.863, 0.037, 0.004], [0.108, -0.943, -0.116], [2.353, -0.264, 0.113]], "mulliken_charge": [0.393, -0.245, -0.122, 0.485, 0.223, 0.224, 0.298, 0.381, -0.507, -0.184, -0.553, -0.394]}

[5]
{"formula": "C4H11NO2", "method": "ωB97M-V/def2-TZVPD", "molar_mass_g_mol": 105.1, "gap_ev": 10.1, "smiles": "CN[C@@H](C)C=O.O", "fmax_ev_per_a": 3.13, "de_lowest_kj_mol": 215.5, "symbols": ["C", "N", "C", "C", "C", "O", "H", "H", "H", "H", "H", "H", "H", "H", "H", "H", "H", "O"], "xyz": [[-0.860, 0.514, -1.351], [-1.371, -0.748, -0.750], [0.777, -2.041, -0.358], [-0.500, -1.395, 0.211], [-0.036, -0.529, 1.399], [0.874, 0.252, 1.263], [-1.475, 1.287, -0.907], [0.210, 0.493, -1.123], [-1.010, 0.491, -2.438], [-1.505, -1.452, -1.463], [0.447, -2.515, -1.315], [1.513, -1.367, -0.815], [1.326, -2.846, 0.124], [-1.047, -2.184, 0.735], [-0.629, -0.577, 2.325], [1.496, 2.954, 0.543], [0.121, 2.746, 0.199], [0.852, 3.324, -0.086]], "mulliken_charge": [-0.750, -0.425, -1.161, 0.114, -0.141, -0.437, 0.196, 0.338, 0.321, 0.295, 0.325, 0.279, 0.407, 0.275, 0.375, 0.336, 0.294, -0.640]}

[6]
{"formula": "C21H25MgN3O3", "method": "ωB97M-V/def2-TZVPD", "molar_mass_g_mol": 391.8, "gap_ev": [5.1, 4.6], "fmax_ev_per_a": 5.99, "total_charge": 2, "symbols": ["C", "C", "H", "H", "C", "C", "H", "H", "C", "H", "H", "H", "C", "H", "H", "H", "Mg", "O", "C", "O", "C", "O", "N", "C", "C", "H", "H", "H", "H", "C", "C", "H", "H", "H", "N", "C", "C", "C", "C", "C", "C", "C", "C", "N", "C", "H", "H", "H", "H", "H", "H", "H", "H"], "xyz": [[1.273, -2.819, -3.967], [2.579, -2.735, -3.504], [0.770, -1.998, -4.504], [0.475, -3.489, -3.592], [3.563, -2.310, -2.490], [3.688, -1.426, -1.446], [2.762, -0.898, -1.368], [3.343, -2.018, -0.599], [3.170, -3.454, -4.726], [2.463, -3.736, -5.542], [3.662, -4.392, -4.459], [3.932, -2.845, -5.219], [4.827, -2.896, -2.770], [5.280, -2.443, -3.650], [4.869, -3.967, -2.929], [5.517, -2.674, -1.964], [-1.061, 1.223, 1.679], [-0.483, -0.045, 0.213], [-0.578, -1.295, 0.286], [-0.659, -0.143, 3.024], [-0.218, -1.294, 2.724], [0.054, -2.129, 3.690], [-0.057, -1.874, 1.462], [0.425, -3.429, 3.115], [0.562, -3.202, 1.650], [-0.381, -4.131, 3.343], [1.335, -3.760, 3.621], [0.010, -3.889, 1.025], [1.620, -3.209, 1.359], [-1.163, -1.998, -0.881], [-1.059, -1.149, -2.047], [-0.206, -2.636, -0.987], [0.112, -0.780, -2.229], [-1.187, -1.354, -3.156], [-0.054, 3.086, 1.659], [-1.080, 4.106, 1.860], [-0.749, 5.390, 2.238], [-1.785, 6.310, 2.506], [-3.118, 5.951, 2.362], [-3.489, 4.646, 1.935], [-4.819, 4.195, 1.783], [-5.072, 2.897, 1.381], [-4.000, 2.021, 1.152], [-2.721, 2.402, 1.362], [-2.436, 3.712, 1.691], [0.416, 3.229, 0.755], [0.683, 3.186, 2.365], [0.301, 5.674, 2.338], [-1.527, 7.317, 2.832], [-3.922, 6.658, 2.577], [-5.624, 4.898, 1.994], [-6.085, 2.521, 1.246], [-4.159, 0.996, 0.800]], "mulliken_charge": [-0.373, 0.676, 0.339, 0.274, 1.393, -1.384, 0.523, 0.526, -1.747, 0.352, 0.393, 0.411, -1.694, 0.387, 0.373, 0.433, 0.837, -1.003, 0.556, -0.731, 0.681, -0.341, 0.403, -0.426, -0.416, 0.272, 0.355, 0.509, 0.068, -0.047, -0.735, -0.078, 0.023, 0.429, -0.490, 0.578, -0.565, -0.682, -0.889, 0.769, -0.443, -0.764, 0.098, -0.404, 0.243, 0.350, 0.408, 0.428, 0.400, 0.406, 0.441, 0.379, 0.499]}

> What is the formula in the fourth record?

C3H5N3O

What did the second record say?
{"formula": "C5H8N2O5", "method": "ωB97M-V/def2-TZVPD", "molar_mass_g_mol": 176.1, "s2": 2.01, "spin_multiplicity": 3, "gap_ev": [6.7, 7.2], "fmax_ev_per_a": 3.86, "de_lowest_kj_mol": 0.0, "symbols": ["C", "C", "C", "C", "C", "N", "N", "O", "O", "O", "O", "O", "H", "H", "H", "H", "H", "H", "H", "H"], "xyz": [[0.157, -0.124, 0.934], [0.278, 2.201, 0.674], [0.078, 3.241, -0.379], [-0.996, -1.289, -1.493], [-0.387, -1.822, -0.244], [0.395, -0.426, 2.090], [1.007, -2.175, -0.287], [0.564, 2.381, 1.818], [1.384, -2.919, 0.610], [1.719, -1.673, -1.135], [-1.111, -2.599, 0.560], [0.069, 0.942, 0.147], [-0.177, 2.786, -1.331], [-0.713, 3.920, -0.063], [0.994, 3.822, -0.474], [-1.310, -2.120, -2.122], [-0.256, -0.697, -2.027], [-1.868, -0.683, -1.265], [0.654, 0.255, 2.800], [-0.479, -3.019, 1.187]], "lowdin_spin": [0.454, 0.026, 0.011, 0.036, 0.322, 0.195, 0.222, 0.020, 0.161, 0.239, 0.159, 0.091, 0.000, 0.001, 0.000, 0.014, 0.001, 0.006, 0.039, 0.004]}